# 1
Here is the molecule C15H19N3O3 at a distorted geometry from the OMol25 dataset. Energies are from ωB97M-V with the def2-TZVPD basis set.

The geometry in XYZ format:
```
40
C15H19N3O3 | the OMol25 dataset | ωB97M-V with the def2-TZVPD basis set
O 1.1583 -4.0050 -2.5357
N -1.8627 -0.9503 0.2905
O 2.7784 -2.5433 -3.1476
O 2.8925 -2.1785 -0.2716
C 2.1712 -3.3918 -2.2751
C -2.2830 0.1935 0.7254
C 2.1636 -0.1129 0.5136
C 0.4602 -1.7458 -0.0786
C 1.2255 0.8597 0.8895
C -0.5029 -0.8088 0.3019
C 1.8259 -1.4113 0.0766
C -0.0982 0.4499 0.7839
N -1.2918 1.1047 1.0683
N -3.6356 0.4558 0.8505
C 3.8972 -4.2984 -0.7086
C -4.8629 -0.4822 -0.9675
C 2.6590 -3.4730 -0.7829
C -4.6928 -0.5700 0.5302
C -1.5831 2.4149 1.6624
C -3.9922 1.6943 1.5090
C -3.0132 2.8091 1.1897
H 2.1919 -2.5691 -3.9071
H 3.1884 0.2028 0.5390
H 0.0594 -2.7022 -0.4494
H 1.5369 1.8751 1.1502
H 4.2398 -4.3461 0.3113
H 4.7028 -3.8618 -1.3064
H 3.7152 -5.2965 -1.0755
H -5.2019 0.5103 -1.2441
H -3.9464 -0.7189 -1.5165
H -5.6170 -1.1797 -1.2930
H 1.8780 -3.9533 -0.2035
H -5.6239 -0.3886 1.0741
H -4.3384 -1.5600 0.8372
H -0.9102 3.1996 1.3149
H -1.5384 2.3623 2.7349
H -4.9909 1.9955 1.2185
H -4.0204 1.5761 2.6026
H -3.3596 3.7554 1.6286
H -2.9270 2.9935 0.1174
```

Results
Maximum force   2.03 eV/A
SMILES string   CCN1CCCn2c1nc1cc(O[C@H](C)C(=O)O)ccc12
Relative energy (zero: lowest compared OMol25 entry of this formula, charge and spin)   24.98 kcal/mol

# 2
Here is the molecule C18H16Cl2N2 from the OMol25 dataset. Energies are from ωB97M-V with the def2-TZVPD basis set.

The geometry in XYZ format:
```
38
C18H16Cl2N2 | the OMol25 dataset | ωB97M-V with the def2-TZVPD basis set
Cl -1.5218 3.3560 -0.0939
C 0.0594 3.8886 -0.7208
H -0.1160 4.3546 -1.6893
H 0.4356 4.6261 -0.0123
C 1.0628 2.7317 -0.8908
C 0.9768 1.7210 0.2106
C 0.7050 0.3934 0.0368
C 0.7521 -0.2174 1.3251
C 0.5716 -1.5182 1.7939
C 0.6775 -1.7486 3.1469
C 0.9601 -0.7148 4.0435
C 1.1485 0.5793 3.6079
C 1.0437 0.8207 2.2452
N 1.1903 1.9834 1.5404
H 1.3498 2.8921 1.9394
H 1.3670 1.3796 4.3000
H 1.0314 -0.9373 5.0980
H 0.5382 -2.7489 3.5303
H 0.3508 -2.3227 1.1080
C 0.4252 -0.1863 -1.3158
C -0.5660 -1.3168 -1.3120
C -0.2642 -2.4865 -2.0029
C -1.1373 -3.5574 -2.0418
C -2.3495 -3.4794 -1.3789
C -2.6775 -2.3274 -0.6886
C -1.7965 -1.2572 -0.6602
Cl -2.2792 0.1499 0.2236
H -3.6185 -2.2494 -0.1668
H -3.0384 -4.3100 -1.3969
H -0.8698 -4.4510 -2.5854
H 0.6842 -2.5566 -2.5169
H 1.3667 -0.5727 -1.7349
C -0.0415 0.9891 -2.2104
N 0.8903 2.1018 -2.1983
H 1.7896 1.7805 -2.5414
H -0.1487 0.6544 -3.2447
H -1.0077 1.3523 -1.8609
H 2.0562 3.2040 -0.8857
```

Results
Maximum force   0.64 eV/A
SMILES string   ClC[C@@H]1NC[C@H](c2ccccc2Cl)c2c1[nH]c1ccccc21

The HOMO-LUMO gap results, record by record, are as follows: 0.292; 0.307 hartree.